[1]
Computed, not measured: a molecular structure, C12H25Br9NO5P at a distorted geometry, with wB97M-V/def2-TZVPD.

Summary:
HOMO level   -9.141 eV
Kohn-Sham gap   8.48 eV
Charge   0
ΔE to the lowest compared entry with this formula, charge and spin   8.267 eV

Atoms and positions in Å:
C  1.9801  21.1564  -12.8562
O  2.8225  21.7713  -13.5604
N  1.7738  21.4323  -11.6185
C  0.6991  20.8196  -10.8382
C  2.4842  22.4153  -10.8624
H  1.3605  20.3079  -13.1852
H  0.3272  19.9468  -11.3749
H  -0.0825  21.5794  -10.8424
H  1.0141  20.5846  -9.8216
H  2.9741  22.0578  -9.9567
H  3.3004  22.6720  -11.5378
H  1.9810  23.3553  -10.6363
C  3.1774  18.6151  -4.8978
Br  2.5470  17.0629  -3.9106
Br  4.5893  18.1068  -6.2751
Br  3.9252  19.9631  -3.5650
H  2.3149  19.0523  -5.4008
C  2.7656  24.6287  -6.4875
Br  2.7752  26.0281  -7.8753
Br  1.4564  25.0830  -4.9995
Br  4.5836  24.5336  -5.6897
H  2.5006  23.7051  -7.0023
C  -2.5075  22.4339  -5.6795
Br  -2.3383  20.4304  -5.8273
Br  -4.3337  22.8668  -5.2273
Br  -2.0749  23.2952  -7.4103
H  -1.7837  22.7219  -4.9170
C  2.0295  21.6172  -3.8210
C  1.3448  22.6985  -4.6478
O  0.4611  22.1432  -5.6061
P  0.7709  22.2708  -7.1316
O  2.0758  21.7421  -7.5067
O  -0.3435  21.3227  -7.8152
C  -0.0687  19.8729  -7.9233
C  -1.3284  19.1586  -8.1883
O  0.4413  23.7759  -7.4173
C  0.6411  24.3520  -8.6496
C  -0.5851  24.0575  -9.5909
H  2.3104  20.8496  -4.5422
H  2.9846  21.9144  -3.3879
H  1.3593  21.4656  -2.9749
H  0.8466  23.4662  -4.0557
H  2.1338  23.2303  -5.1795
H  0.6072  19.6582  -8.7510
H  0.3184  19.5231  -6.9663
H  -1.6582  19.2805  -9.2201
H  -1.1657  18.1246  -7.8843
H  -2.2061  19.3958  -7.5871
H  0.7054  25.4286  -8.4913
H  1.5534  23.9219  -9.0629
H  -1.0036  23.0910  -9.3104
H  -1.3819  24.7477  -9.3137
H  -0.4399  24.0079  -10.6700

Results of the Löwdin charge analysis, in e, for atoms 1 through 8:
1 C -0.343
2 O -0.032
3 N -0.177
4 C -0.020
5 C -0.034
6 H 0.137
7 H 0.098
8 H 0.090

[2]
Computed, not measured: 3 unconnected molecules or ions with the total composition C18H17B3F10O9 at a distorted geometry, with wB97M-V/def2-TZVPD.

Summary:
HOMO level   -10.098 eV
Kohn-Sham gap   9.85 eV
Charge   0
Structure (SMILES)   FB1OB(C(F)(F)c2cccc(C(F)(F)F)c2)OB(C(F)(F)C(F)F)O1.C[C@@H]1COC(=O)O1.C[C@@H]1COC(=O)O1

Atoms and positions in Å:
F  2.8740  -3.0755  -3.6946
B  1.8968  -2.8111  -2.8592
O  0.7963  -3.6399  -2.8809
B  -0.2319  -3.2419  -2.0482
C  -1.7159  -3.8516  -2.2980
F  -1.8088  -5.0460  -1.6397
F  -1.8766  -4.0352  -3.6392
C  -2.7338  -2.8430  -1.7911
C  -3.1299  -2.8185  -0.4852
C  -4.0151  -1.8534  -0.0840
C  -4.5004  -0.9300  -0.9692
C  -4.0826  -0.9847  -2.2687
C  -4.5565  0.0410  -3.2784
F  -3.6535  1.0636  -3.3029
F  -4.5817  -0.4475  -4.5244
F  -5.7378  0.5751  -2.9646
C  -3.1997  -1.9353  -2.7108
O  -0.0414  -2.3121  -1.0432
B  0.8856  -1.3580  -1.3791
C  0.5803  0.1775  -0.9995
F  -0.7241  0.4120  -1.3279
F  0.7197  0.4074  0.3372
C  1.4037  1.2280  -1.7549
F  0.9649  2.4479  -1.3342
F  2.7174  1.1504  -1.4562
O  2.0501  -1.7422  -1.9972
H  -2.7291  -3.5242  0.2310
H  -4.3247  -1.7910  0.9529
H  -5.1881  -0.1495  -0.6707
H  -2.8744  -1.9451  -3.7401
H  1.2647  1.2130  -2.8397
C  4.0865  3.2283  0.0460
C  4.3751  4.6770  0.3637
C  5.7922  4.9621  0.7957
O  5.6280  6.1268  1.6120
C  4.3753  6.0712  2.1393
O  3.9819  6.7641  3.0177
O  3.6403  5.1087  1.5219
H  3.0217  3.0262  0.1227
H  4.4225  2.9775  -0.9587
H  4.5907  2.5634  0.7504
H  4.0778  5.3130  -0.4750
H  6.4635  5.1638  -0.0362
H  6.2153  4.1676  1.4153
C  -1.2074  0.1949  4.1747
C  -1.2523  -1.3151  4.2066
C  -0.1899  -1.9967  3.3811
O  -0.8183  -3.2443  3.0567
C  -2.1571  -3.0222  3.0421
O  -2.9630  -3.7797  2.6067
O  -2.4491  -1.8121  3.5804
H  -2.1767  0.6124  4.4450
H  -0.4547  0.5730  4.8660
H  -0.9680  0.5611  3.1746
H  -1.2459  -1.6716  5.2403
H  0.7386  -2.1599  3.9237
H  0.0255  -1.4699  2.4480

Results of the Löwdin charge analysis, in e, for atoms 1 through 8:
1 F 0.302
2 B -0.674
3 O 0.384
4 B -0.353
5 C -0.351
6 F 0.112
7 F 0.102
8 C -0.122

[3]
Computed, not measured: 2 unconnected molecules or ions with the total composition CH2F3N2 at a distorted geometry, with wB97M-V/def2-TZVPD.

Summary:
HOMO level (spin up / spin down)   -16.887 / -16.942 eV
Kohn-Sham gap (spin up / spin down)   7.13 / 7.22 eV
Charge   +1
ΔE to the lowest compared entry with this formula, charge and spin   6.430 eV

Atoms and positions in Å:
C  2.3285  1.1772  0.6064
N  0.0446  -0.2985  -0.1422
N  2.7445  0.3465  1.4758
F  2.8715  2.2656  0.5369
F  3.7736  0.2600  2.3084
F  2.1099  -0.8226  1.6055
H  -0.6853  0.3504  -0.2705
H  0.2196  -0.6627  0.8260

In the Löwdin picture, each atom carries the following charge in e:
1 C -0.028
2 N 0.415
3 N -0.062
4 F 0.280
5 F 0.201
6 F 0.108
7 H 0.035
8 H 0.051

[4]
Computed, not measured: C4H10N2O in the gas phase at a distorted geometry, with wB97M-V/def2-TZVPD.

Summary:
HOMO level   -8.518 eV
Kohn-Sham gap   9.20 eV
Charge   0
ΔE to the lowest compared entry with this formula, charge and spin   2.988 eV
Structure (SMILES)   CNC(=O)[C@H](C)N

Atoms and positions in Å:
C  -2.2360  -0.9182  0.6168
N  -1.1245  -1.1619  -0.2984
C  0.1793  -0.6732  -0.3199
O  1.1219  -1.0929  -0.9951
C  0.2409  0.9134  0.2184
C  0.7923  1.8642  -0.8225
N  1.2304  0.8728  1.4165
H  -1.7912  -0.6210  1.5768
H  -3.0360  -1.7855  0.8182
H  -2.7723  -0.1863  0.0151
H  -1.0914  -1.7707  -1.1124
H  -0.8381  0.8481  0.5399
H  0.9983  2.7314  -0.2013
H  1.8060  1.5724  -1.2382
H  0.1068  2.0463  -1.6441
H  2.2003  0.5884  1.0479
H  0.8418  0.2257  2.1765

Results of the Löwdin charge analysis, in e, for atoms 1 through 8:
1 C -0.097
2 N -0.033
3 C -0.425
4 O 0.023
5 C -0.324
6 C -0.078
7 N -0.014
8 H 0.083

[5]
Computed, not measured: 2 unconnected molecules or ions with the total composition C2H7N3O2 at a distorted geometry, with wB97M-V/def2-TZVPD.

Summary:
HOMO level (spin up / spin down)   -7.297 / -7.127 eV
Kohn-Sham gap (spin up / spin down)   5.87 / 5.54 eV
Charge   0
ΔE to the lowest compared entry with this formula, charge and spin   6.995 eV

Atoms and positions in Å:
C  -0.9844  1.2448  0.2351
C  -1.0219  -1.5517  0.0266
N  -0.1347  0.4878  -0.6541
N  -0.1048  -0.7845  -0.7444
N  2.6882  -0.0582  -0.0408
O  2.3546  1.0871  -0.3870
O  3.7891  -0.3929  0.3254
H  -2.0314  0.9864  0.0717
H  -0.7424  1.0445  1.2840
H  -0.8316  2.3008  0.0312
H  -0.8134  -2.6012  -0.1631
H  -0.9150  -1.3431  1.0978
H  -2.0632  -1.3371  -0.2433
H  0.8109  0.9174  -0.8391

Results of the Löwdin charge analysis, in e, for atoms 1 through 8:
1 C -0.033
2 C -0.090
3 N -0.034
4 N 0.072
5 N -0.352
6 O -0.151
7 O -0.076
8 H 0.091